Here is a cluster of 2 separate species, C4H9NO in total in a non-equilibrium geometry from the OMol25 dataset. Energies are from the ωB97M-V functional and the def2-TZVPD basis.

ORCA input file:
```
! RIJCOSX wB97M-V def2-TZVPD def2/J DEFGRID3
* xyz 0 1
C -0.641 -1.916 -1.302
C -1.760 -1.578 -1.932
O -1.919 -1.025 -3.166
H -0.814 -2.507 -0.414
H 0.312 -1.611 -1.700
H -2.733 -1.723 -1.472
H -1.149 -1.271 -3.700
C 0.816 0.228 1.336
N 0.536 1.120 2.176
C 1.257 2.392 2.098
H 0.083 -0.495 0.975
H 1.791 0.188 0.822
H 2.287 2.301 2.452
H 0.780 3.133 2.739
H 1.154 2.765 1.087
*
```

Summary:
Gap between HOMO and LUMO = 0.3678 Eh
Energy relative to the best compared isomer or geometry (same formula, charge and spin) = 75.5 kcal per mole
SMILES string = C=CO.C=NC

List of Mulliken charges in e, atom by atom: atom 1 (C): -0.897, atom 2 (C): 0.208, atom 3 (O): -0.484, atom 4 (H): 0.304, atom 5 (H): 0.272, atom 6 (H): 0.298, atom 7 (H): 0.299, atom 8 (C): -0.151, atom 9 (N): -0.408, atom 10 (C): -0.738, atom 11 (H): 0.169, atom 12 (H): 0.260, atom 13 (H): 0.307, atom 14 (H): 0.260, atom 15 (H): 0.302